1 | Density functional theory data (ωB97M-V with the def2-TZVPD basis set) for a molecular structure, C4H12N3.

Output
charge = +1
multiplicity = 1
gap between HOMO and LUMO = 11.07 eV

Geometry (Å):
C -0.471 -0.033 1.547
C 0.864 0.543 1.049
C 0.769 1.558 -0.080
N -0.315 -1.202 -1.038
C -0.363 -0.070 -1.669
N 0.269 1.072 -1.374
N -0.505 -1.505 1.270
H -1.292 0.392 0.973
H -0.576 0.150 2.609
H 1.423 1.050 1.830
H 1.486 -0.239 0.592
H 0.152 2.407 0.238
H 1.732 2.010 -0.326
H -0.739 -1.900 -1.611
H -1.032 -0.045 -2.526
H 0.018 1.802 -2.032
H -0.353 -1.570 0.160
H 0.271 -1.943 1.771
H -1.352 -2.049 1.440

These are the Mulliken partial charges, in e, on atoms 1 to 5: C -0.72; C -0.56; C -0.68; N -0.52; C -0.05


2 | Density functional theory data (ωB97M-V with the def2-TZVPD basis set) for 2 unconnected molecules or ions with the total composition C4H12N3.

Output
charge = +1
multiplicity = 1
gap between HOMO and LUMO = 10.29 eV

Geometry (Å):
C 2.130 1.304 0.095
C 0.744 -1.495 -0.999
C -2.113 0.660 0.353
C 0.937 -0.738 0.236
N 1.926 0.079 0.244
N 0.367 -1.203 1.305
N -0.924 1.024 -0.352
H 1.314 1.848 -0.288
H 3.085 1.738 0.386
H 1.255 -2.552 -1.105
H -0.295 -1.652 -1.264
H 1.047 -1.001 -1.897
H -2.915 1.174 -0.043
H -2.392 -0.403 0.400
H -1.990 1.013 1.313
H 0.279 -0.576 2.113
H -0.418 -1.974 1.243
H -1.206 0.757 -1.362
H -0.831 1.997 -0.378

These are the Mulliken partial charges, in e, on atoms 1 to 5: C -0.19; C -1.30; C -1.17; C 0.88; N -0.29


Which of them is most stable? Easy: 1.


1 | Density functional theory data (ωB97M-V with the def2-TZVPD basis set) for a gas-phase ion, C4H12N3 (charge +1).

Output
charge = +1
multiplicity = 1
SMILES string = N/C=[NH+]\CCCN
gap between HOMO and LUMO = 9.76 eV

Geometry (Å):
N -0.978 0.719 -2.813
C 0.118 0.648 -2.024
N 0.139 0.053 -0.881
C -1.053 -0.012 0.034
C -0.738 -0.630 1.383
C 0.572 -0.126 1.965
N 1.736 -0.453 1.133
H -0.960 1.551 -3.403
H -1.301 -0.047 -3.383
H 0.993 1.225 -2.326
H 1.024 -0.159 -0.365
H -1.499 0.963 0.208
H -1.770 -0.590 -0.551
H -1.643 -0.469 1.961
H -0.641 -1.720 1.264
H 0.736 -0.714 2.885
H 0.540 0.924 2.250
H 2.513 0.172 1.358
H 2.213 -1.335 1.304

These are the Mulliken partial charges, in e, on atoms 1 to 5: N -0.44; C 0.07; N 0.00; C -0.58; C -0.60


2 | Density functional theory data (ωB97M-V with the def2-TZVPD basis set) for a gas-phase ion, C4H12N3 (charge +1).

Output
charge = +1
multiplicity = 1
SMILES string = N/C=N\CCC[NH3+]
gap between HOMO and LUMO = 10.57 eV

Geometry (Å):
N 2.670 0.416 -1.501
C 1.895 0.832 -0.484
N 0.746 0.406 -0.090
C 0.299 -0.957 -0.354
C -1.224 -0.863 -0.323
C -1.723 -0.487 1.047
N -1.344 0.946 1.322
H 3.475 0.973 -1.755
H 2.489 -0.436 -2.019
H 2.282 1.678 0.056
H 0.713 -1.656 0.369
H 0.537 -1.253 -1.371
H -1.682 -1.696 -0.811
H -1.357 -0.047 -1.005
H -2.793 -0.591 1.131
H -1.305 -1.036 1.905
H -1.467 1.215 2.280
H -0.323 0.999 0.877
H -1.889 1.559 0.726

These are the Mulliken partial charges, in e, on atoms 1 to 5: N -0.34; C -0.03; N -0.37; C -0.48; C -0.82


3 | Density functional theory data (ωB97M-V with the def2-TZVPD basis set) for 2 unconnected molecules or ions with the total composition C4H12N3.

Output
charge = +1
multiplicity = 1
gap between HOMO and LUMO = 9.87 eV

Geometry (Å):
C 2.157 -1.066 -0.880
C 1.864 -0.032 -0.159
C -2.342 -0.091 0.342
C -0.909 -0.245 -0.148
N 2.125 1.146 0.429
N -0.498 0.904 -0.885
N 0.031 -0.581 0.884
H 1.241 -1.699 -1.039
H 3.026 -1.136 -1.503
H -2.769 -1.042 0.771
H -3.032 0.048 -0.559
H -2.654 0.709 1.016
H -0.965 -1.236 -0.672
H 2.831 1.068 1.197
H 1.579 1.997 0.445
H -0.695 1.721 -0.291
H -1.192 0.983 -1.784
H 0.059 -1.490 1.251
H 0.143 0.041 1.585

These are the Mulliken partial charges, in e, on atoms 1 to 5: C -0.67; C 0.68; C -1.39; C 0.11; N -0.37


4 | Density functional theory data (ωB97M-V with the def2-TZVPD basis set) for a gas-phase ion, C4H12N3 (charge +1).

Output
charge = +1
multiplicity = 1
SMILES string = N/C=C(\[NH3+])CCN
gap between HOMO and LUMO = 9.02 eV

Geometry (Å):
N -0.506 -1.858 1.890
C -0.438 -0.432 1.749
C 0.230 -0.028 0.640
N 1.361 -0.908 -0.040
C -0.101 1.278 -0.004
C -0.850 1.093 -1.350
N 0.054 1.027 -2.463
H -0.481 -2.351 1.070
H -0.886 -2.269 2.789
H -0.460 0.346 2.571
H 2.248 -0.512 0.132
H 1.172 -0.963 -1.129
H 1.312 -1.785 0.379
H -0.885 1.712 0.780
H 0.809 1.865 0.049
H -1.619 1.963 -1.443
H -1.363 0.068 -1.241
H -0.229 1.271 -3.423
H 0.968 1.355 -2.454

These are the Mulliken partial charges, in e, on atoms 1 to 5: N -0.53; C -0.04; C -0.19; N -0.25; C -0.66


Which of them is most stable? Easy: 2.